(1)
Formula: C5H5NO
Source: the OMol25 dataset
Level of theory: the ωB97M-V functional and the def2-TZVPD basis

Calculated values
Electronic energy in eV: -8798.555
Energy relative to the best compared isomer or geometry (same formula, charge and spin) in kcal/mol: 112.2
Orbital gap (alpha / beta) in Ha: 0.251 / 0.276
Strongest force on any atom in Eh/bohr: 0.0153
2S+1: 1
Molecular weight in u: 95.101
HOMO level (alpha / beta) in eV: -8.63 / -8.78

```
12
Properties=species:S:1:pos:R:3:mulliken_charge:R:1
C 0.508 -0.022 -0.477 0.52
C -1.045 0.250 0.291 -0.17
C 0.887 -1.001 0.406 -0.79
C 0.734 0.587 -1.646 -0.77
N -1.118 1.380 0.943 -0.51
C -0.342 -1.106 1.112 0.53
O -0.854 -1.681 2.019 -0.50
H -0.281 1.506 1.522 0.29
H -1.884 0.014 -0.367 0.43
H 1.812 -1.556 0.495 0.40
H 1.191 0.036 -2.460 0.27
H 0.391 1.593 -1.838 0.31
```


(2)
Formula: C15H34AsFHgN6O6P
Source: the OMol25 dataset
Level of theory: the ωB97M-V functional and the def2-TZVPD basis

Calculated values
Electronic energy in eV: -114354.727
Orbital gap (alpha / beta) in Ha: 0.152 / 0.265
Strongest force on any atom in Eh/bohr: 0.0370
2S+1: 2
Net charge: -2
Molecular weight in u: 719.957
⟨S²⟩: 0.76
HOMO level (alpha / beta) in eV: 0.51 / -2.55

```
65
Properties=species:S:1:pos:R:3:mulliken_charge:R:1
Hg -0.461 0.825 -0.260 2.56
O -0.067 1.998 3.814 -0.77
C -0.204 1.428 2.746 0.53
O 0.205 1.898 1.606 -0.88
C -0.852 -0.026 2.729 0.16
O -1.345 -0.455 3.766 -0.76
O -0.738 -0.676 1.630 -0.48
C 2.330 4.739 -1.454 -1.24
As 1.042 3.248 -1.568 0.61
C -0.559 4.360 -1.302 -1.09
C 0.953 3.230 -3.527 -1.22
H 2.053 5.556 -2.124 0.37
H 3.326 4.376 -1.714 0.36
H 2.364 5.106 -0.427 0.33
H -0.559 5.224 -1.971 0.43
H -0.600 4.689 -0.263 0.34
H -1.442 3.748 -1.497 0.25
H 0.854 4.241 -3.933 0.40
H 0.089 2.626 -3.802 0.29
H 1.846 2.754 -3.934 0.33
C -0.617 -4.202 0.821 -1.16
N -0.204 -2.970 0.174 0.92
C -1.322 -2.209 -0.383 -1.35
P 1.212 -2.216 0.605 0.51
O 1.517 -0.957 -0.118 -1.30
N 2.276 -3.490 0.044 0.01
C 2.133 -3.745 -1.393 -1.09
C 3.687 -3.206 0.309 -1.04
N 1.714 -2.208 2.181 0.95
C 2.086 -0.947 2.818 -1.40
C 1.434 -3.282 3.111 -1.12
H -1.167 -4.027 1.753 0.21
H 0.247 -4.833 1.017 0.39
H -1.276 -4.743 0.136 0.35
H -1.962 -1.772 0.383 0.24
H -1.909 -2.891 -1.006 0.47
H -0.949 -1.412 -1.028 0.19
H 1.100 -3.982 -1.636 0.29
H 2.764 -4.593 -1.675 0.40
H 2.430 -2.875 -1.994 0.30
H 3.842 -2.995 1.365 0.27
H 4.050 -2.343 -0.268 0.29
H 4.289 -4.078 0.035 0.39
H 2.140 -0.154 2.076 0.30
H 3.079 -1.062 3.269 0.37
H 1.379 -0.658 3.596 0.44
H 1.515 -4.248 2.615 0.35
H 0.446 -3.188 3.576 0.15
H 2.188 -3.252 3.903 0.41
O 2.937 1.818 0.809 -0.73
H 2.070 2.007 1.218 0.39
H 2.739 1.045 0.263 0.33
N -5.397 1.028 -2.922 -0.61
C -4.702 1.360 -1.728 0.45
C -3.376 1.030 -1.580 -0.67
N -2.660 1.375 -0.449 -0.22
C -3.379 2.073 0.473 -0.50
C -4.696 2.376 0.296 -0.50
N -5.437 2.017 -0.812 -0.80
H -5.038 0.182 -3.340 0.25
H -6.381 0.937 -2.711 0.27
H -2.829 0.510 -2.359 0.21
H -2.853 2.377 1.371 0.37
H -5.228 2.922 1.067 0.34
F -0.126 0.592 -2.398 -0.86
```


(3)
Formula: C2H4N4O
Source: the OMol25 dataset
Level of theory: the ωB97M-V functional and the def2-TZVPD basis

Calculated values
SMILES: Nc1n[nH]c(O)n1
Electronic energy in eV: -10146.231
Energy relative to the best compared isomer or geometry (same formula, charge and spin) in kcal/mol: 20.9
Orbital gap in Ha: 0.336
Strongest force on any atom in Eh/bohr: 0.0173
2S+1: 1
Molecular weight in u: 100.081
HOMO level in eV: -8.51

```
11
Properties=species:S:1:pos:R:3:mulliken_charge:R:1
N 2.244 0.236 0.268 -0.43
C 0.900 0.154 -0.096 0.44
N 0.480 -1.053 -0.410 -0.75
N -0.862 -0.919 -0.340 0.22
C -1.200 0.320 0.009 0.48
O -2.507 0.389 0.376 -0.50
N -0.109 1.086 0.092 -0.61
H 2.668 -0.675 0.117 0.26
H 2.851 1.000 0.013 0.25
H -1.449 -1.723 -0.229 0.27
H -3.016 1.185 0.199 0.36
```


(4)
Formula: C15H21HgO16
Source: the OMol25 dataset
Level of theory: the ωB97M-V functional and the def2-TZVPD basis

Calculated values
Electronic energy in eV: -52822.642
Orbital gap in Ha: 0.398
Strongest force on any atom in Eh/bohr: 0.0749
2S+1: 1
Net charge: +1
Molecular weight in u: 657.907
HOMO level in eV: -12.92

```
53
Properties=species:S:1:pos:R:3:mulliken_charge:R:1
Hg 0.761 -0.941 -1.291 1.45
O 2.645 -0.375 -1.535 -0.73
H 2.631 -0.409 -2.485 0.27
C 1.408 5.773 1.092 -0.27
C -0.069 6.357 1.231 -0.22
O -0.819 5.220 1.339 -0.34
C -0.105 4.100 1.341 0.72
O -0.586 3.004 1.416 -0.55
O 1.198 4.369 1.290 -0.30
H 2.082 6.062 1.931 0.22
H 1.924 5.944 0.131 0.26
H -0.411 6.897 0.343 0.25
H -0.307 6.843 2.194 0.25
C 0.762 -3.576 -5.725 -0.26
C -0.591 -3.177 -6.399 -0.27
O -1.028 -1.937 -5.694 -0.37
C -0.069 -1.660 -4.720 0.64
O -0.221 -0.847 -3.871 -0.55
O 0.979 -2.469 -4.828 -0.34
H 1.593 -3.603 -6.393 0.26
H 0.674 -4.456 -5.201 0.27
H -1.308 -3.991 -6.252 0.26
H -0.507 -2.939 -7.442 0.28
C -1.968 2.087 -1.645 -0.01
C -3.188 1.504 -1.073 -0.35
O -2.963 0.070 -1.301 -0.30
C -1.743 -0.118 -1.219 0.76
O -1.206 -1.230 -0.952 -0.52
O -1.013 0.993 -1.492 -0.40
H -1.595 2.884 -1.007 -0.06
H -1.987 2.401 -2.632 0.36
H -4.074 1.870 -1.588 0.31
H -3.331 1.600 0.034 0.28
C -0.984 -4.174 2.013 -0.37
C 0.349 -3.415 2.195 0.54
O 0.844 -3.148 0.864 -0.25
C -0.021 -3.695 -0.012 0.65
O 0.171 -3.662 -1.212 -0.61
O -1.184 -4.115 0.546 -0.32
H -1.858 -3.649 2.473 0.28
H -0.935 -5.220 2.374 0.27
H 1.078 -4.129 2.694 0.28
H 0.220 -2.472 2.732 -0.45
C 2.093 0.647 4.167 -0.39
C 2.004 0.105 5.666 -0.30
O 0.653 -0.279 5.716 -0.35
C 0.127 -0.380 4.513 0.68
O -0.940 -0.902 4.313 -0.57
O 0.976 -0.050 3.551 -0.28
H 3.004 0.385 3.559 0.28
H 1.882 1.652 4.082 0.30
H 2.280 0.934 6.287 0.31
H 2.675 -0.683 5.879 0.29
```


(5)
Formula: C2H6OS2
Source: the OMol25 dataset
Level of theory: the ωB97M-V functional and the def2-TZVPD basis

Calculated values
SMILES: C=CO.SS
Electronic energy in eV: -25888.105
Energy relative to the best compared isomer or geometry (same formula, charge and spin) in kcal/mol: 13.6
Orbital gap in Ha: 0.350
Strongest force on any atom in Eh/bohr: 0.0270
2S+1: 1
Molecular weight in u: 110.203
HOMO level in eV: -9.18

```
11
Properties=species:S:1:pos:R:3:mulliken_charge:R:1
C -2.111 -0.217 -0.510 -1.04
C -2.090 -0.066 0.810 0.26
O -2.186 1.093 1.505 -0.46
H -1.759 -1.146 -0.926 0.44
H -2.476 0.568 -1.164 0.23
H -1.742 -0.878 1.438 0.30
H -2.568 1.789 0.958 0.29
S 1.411 0.188 -1.370 -0.13
S 1.815 -0.572 0.528 -0.20
H 0.177 -0.329 -1.380 0.14
H 2.016 -1.844 0.159 0.17
```


(6)
Formula: C7H15NO
Source: the OMol25 dataset
Level of theory: the ωB97M-V functional and the def2-TZVPD basis

Calculated values
Electronic energy in eV: -11034.124
Energy relative to the best compared isomer or geometry (same formula, charge and spin) in kcal/mol: 151.0
Orbital gap (alpha / beta) in Ha: 0.243 / 0.243
Strongest force on any atom in Eh/bohr: 0.0727
2S+1: 1
Molecular weight in u: 129.203
HOMO level (alpha / beta) in eV: -5.81 / -5.81

```
24
Properties=species:S:1:pos:R:3:mulliken_charge:R:1
C 0.073 -0.575 0.494 0.91
C 0.707 0.522 -0.115 -1.10
C 2.583 -0.058 0.797 -0.62
C -0.616 -0.426 1.818 -1.35
C -1.937 1.936 -0.789 -1.24
C -1.360 0.571 -0.984 0.65
N 0.310 -1.828 0.062 -0.17
C -1.834 -0.305 -1.858 -1.06
O 3.038 -1.154 -0.012 -0.53
H 3.233 -0.815 -0.893 0.32
H -0.071 -2.604 0.581 0.20
H 1.031 -1.957 -0.639 0.25
H 1.160 0.408 -1.088 0.32
H 0.597 1.502 0.319 0.37
H 3.228 0.818 0.689 0.32
H 2.564 -0.402 1.832 0.26
H 0.106 -0.595 2.622 0.32
H -1.426 -1.151 1.920 0.40
H -1.026 0.576 1.927 0.28
H -2.244 2.090 0.252 0.23
H -1.203 2.716 -1.020 0.25
H -2.820 2.125 -1.417 0.41
H -2.684 -0.094 -2.515 0.33
H -1.411 -1.300 -1.983 0.23
```